This record from OMol25 describes a structure of composition F14K4N7NaO28S14 in a non-equilibrium geometry. The level of theory is ωB97M-V/def2-TZVPD.

CARTESIAN COORDINATES (ANGSTROEM)
Na 3.699 -42.400 4.405
K 3.958 -46.765 5.787
K 7.038 -40.093 -0.385
K 9.564 -45.684 2.333
K 5.394 -41.654 7.083
N 9.206 -42.156 -1.362
S 10.422 -41.107 -1.780
O 11.731 -41.644 -1.911
O 10.218 -39.767 -1.340
F 9.965 -41.056 -3.312
S 9.550 -42.432 0.134
O 9.682 -41.277 0.964
O 10.334 -43.595 0.408
F 8.070 -42.924 0.511
N 5.864 -43.439 9.333
S 7.380 -43.137 9.598
O 8.327 -43.734 8.711
O 7.813 -42.996 10.942
F 7.425 -41.607 9.052
S 5.862 -45.091 9.162
O 6.496 -45.884 10.130
O 6.031 -45.445 7.786
F 4.294 -45.268 9.400
N 6.066 -42.289 4.542
S 7.158 -41.520 3.673
O 6.793 -41.303 2.309
O 8.503 -41.620 4.079
F 6.726 -40.122 4.254
S 6.453 -43.906 4.287
O 7.447 -44.202 3.321
O 5.389 -44.844 4.403
F 7.163 -44.053 5.668
N 7.433 -35.691 7.176
S 6.502 -36.365 6.103
O 6.809 -37.699 5.682
O 5.994 -35.490 5.100
F 5.215 -36.638 7.041
S 8.905 -35.833 6.491
O 9.097 -35.054 5.323
O 9.489 -37.124 6.570
F 9.699 -35.022 7.612
N 4.307 -48.621 3.472
S 4.583 -47.630 2.275
O 4.123 -48.054 0.998
O 5.797 -46.881 2.308
F 3.471 -46.557 2.753
S 5.583 -49.678 3.287
O 6.861 -49.205 3.662
O 5.495 -50.476 2.115
F 5.117 -50.619 4.459
N 8.298 -48.881 6.534
S 8.312 -47.300 6.105
O 8.966 -46.417 6.994
O 7.217 -46.834 5.321
F 9.416 -47.478 4.922
S 7.039 -48.812 7.497
O 5.710 -48.560 7.013
O 7.293 -48.190 8.756
F 7.030 -50.355 7.927
N 2.509 -38.545 2.417
S 3.976 -39.157 2.525
O 3.932 -40.524 2.985
O 5.106 -38.376 2.847
F 4.261 -39.414 0.950
S 2.568 -37.429 3.561
O 3.053 -36.189 3.072
O 2.926 -37.874 4.862
F 0.990 -37.167 3.667

Its charge is -2. As for the molar mass: 1440.3 Da. As for the maximum force: 5.6 eV/A. Its electronic energy is -327221.1942 eV.